# 1
Here is a structure of composition C26H33Cl2N3Si2Tc from the OMol25 dataset. Energies are from ωB97M-V/def2-TZVPD.

Atoms and positions in Å:
1 Tc 0.33 -1.08 0.25
2 C 2.95 -1.26 -3.29
3 C 1.83 -1.40 -2.46
4 N 1.75 -0.83 -1.26
5 C 2.81 -0.08 -0.81
6 C 3.98 0.08 -1.57
7 C 4.02 -0.52 -2.84
8 C 5.06 0.82 -1.01
9 C 4.94 1.32 0.25
10 C 3.76 1.17 1.01
11 C 2.68 0.51 0.48
12 N 1.43 0.31 1.06
13 C 0.96 0.89 2.24
14 C 1.34 2.09 2.80
15 C 0.79 2.49 4.03
16 C -0.12 1.72 4.70
17 C -0.56 0.49 4.13
18 C -1.47 -0.38 4.75
19 C -1.81 -1.56 4.13
20 C -1.28 -1.84 2.86
21 N -0.45 -1.03 2.24
22 C -0.04 0.11 2.88
23 H 2.95 -1.74 -4.25
24 H 0.98 -1.98 -2.78
25 H 4.90 -0.41 -3.46
26 H 5.96 0.95 -1.59
27 H 5.77 1.86 0.69
28 H 3.73 1.57 2.01
29 H 2.05 2.73 2.31
30 H 1.10 3.43 4.46
31 H -0.52 2.02 5.66
32 H -1.89 -0.13 5.71
33 H -2.49 -2.27 4.58
34 H -1.57 -2.74 2.34
35 Cl -0.40 -3.34 -0.63
36 C 0.94 -4.29 0.12
37 Cl 1.92 -3.22 1.12
38 H 1.55 -4.70 -0.69
39 H 0.49 -5.07 0.74
40 C -2.46 2.72 -1.60
41 Si -0.90 1.67 -1.57
42 C -0.52 1.16 -3.34
43 C 0.45 2.82 -0.95
44 C -1.23 0.15 -0.38
45 Si -2.81 -0.83 -0.95
46 C -4.31 0.29 -1.06
47 C -2.45 -1.60 -2.63
48 C -3.38 -2.15 0.27
49 H -2.17 3.71 -1.93
50 H -2.93 2.82 -0.63
51 H -3.21 2.36 -2.30
52 H -0.25 2.06 -3.89
53 H -1.39 0.74 -3.84
54 H 0.30 0.46 -3.45
55 H 0.29 3.79 -1.42
56 H 1.45 2.51 -1.22
57 H 0.40 2.97 0.12
58 H -1.53 0.67 0.53
59 H -4.37 0.86 -1.98
60 H -4.38 0.98 -0.22
61 H -5.19 -0.35 -1.01
62 H -2.77 -0.93 -3.42
63 H -2.98 -2.54 -2.77
64 H -1.39 -1.79 -2.81
65 H -3.79 -1.67 1.16
66 H -2.66 -2.89 0.60
67 H -4.19 -2.70 -0.19

Calculated values
**<S²>**: 3.80
**Net charge**: +2
**2S+1**: 4
**Molar mass**: 612.649 g/mol
**Energy relative to the best compared isomer or geometry (same formula, charge and spin)**: 0.336 eV
**Electronic energy**: -74955.0504 eV

***

# 2
Here is a cluster of 2 separate species, C2H6N2OS in total from the OMol25 dataset. Energies are from ωB97M-V/def2-TZVPD.

Atoms and positions in Å:
1 C 0.88 0.75 -0.44
2 C -0.34 -1.31 -0.27
3 N -0.27 2.17 2.52
4 N 0.56 -0.25 0.27
5 O -1.83 0.29 2.06
6 S -0.44 0.67 2.27
7 H 1.24 1.72 -0.13
8 H -1.09 2.71 2.68
9 H 0.65 0.71 -1.61
10 H -0.47 -1.39 -1.28
11 H 0.07 -2.22 0.20
12 H -1.31 -1.23 0.17

Calculated values
**Molar mass**: 106.150 g/mol
**Energy relative to the best compared isomer or geometry (same formula, charge and spin)**: 3.389 eV
**Electronic energy**: -18031.4160 eV

***

# 3
Here is a cluster of 2 separate species, C4H12NS in total from the OMol25 dataset. Energies are from ωB97M-V/def2-TZVPD.

Atoms and positions in Å:
1 C -0.44 1.55 -0.26
2 C 0.16 -0.87 1.40
3 C -0.94 -1.41 -0.73
4 C 0.68 0.59 -0.53
5 N 0.27 -0.83 -0.04
6 S 2.29 1.11 -0.08
7 H -0.44 1.88 0.77
8 H -0.27 2.43 -0.76
9 H -1.47 1.12 -0.57
10 H 0.36 -1.90 1.72
11 H 0.89 -0.18 2.00
12 H -0.87 -0.36 1.69
13 H -1.13 -2.34 -0.14
14 H -1.83 -0.78 -0.55
15 H -0.54 -1.56 -1.79
16 H 0.59 0.56 -2.05
17 H 1.14 -1.34 -0.33
18 H 1.54 2.30 0.24

Calculated values
**Net charge**: +1
**Molar mass**: 106.214 g/mol
**Energy relative to the best compared isomer or geometry (same formula, charge and spin)**: 3.335 eV
**Electronic energy**: -16658.3248 eV

***

# 4
Here is an isolated molecule of C22H26N4O3 from the OMol25 dataset. Energies are from ωB97M-V/def2-TZVPD.

Atoms and positions in Å:
1 C 3.20 1.18 -2.06
2 C 3.50 2.26 -1.03
3 N 3.15 1.89 0.32
4 C 4.14 1.13 1.08
5 C 4.07 -0.34 0.77
6 C 2.96 -1.09 1.14
7 C 2.92 -2.43 0.82
8 N 3.89 -3.06 0.17
9 C 4.95 -2.35 -0.18
10 C 5.09 -1.00 0.09
11 C 1.95 2.08 0.90
12 O 1.74 1.75 2.06
13 C 0.83 2.74 0.09
14 C -0.47 2.01 0.43
15 C -0.36 0.60 -0.01
16 N 0.25 0.16 -1.06
17 N 0.12 -1.19 -1.06
18 C -0.58 -1.50 -0.02
19 C -1.07 -2.84 0.38
20 C -2.39 -3.13 -0.35
21 C -3.36 -2.00 -0.13
22 C -4.11 -1.92 1.04
23 C -4.94 -0.85 1.28
24 C -5.03 0.19 0.35
25 O -5.87 1.21 0.69
26 C -6.03 2.28 -0.21
27 C -4.29 0.12 -0.82
28 C -3.47 -0.97 -1.05
29 O -0.92 -0.41 0.70
30 H 3.84 0.31 -1.91
31 H 2.16 0.85 -1.98
32 H 3.37 1.57 -3.06
33 H 4.58 2.48 -1.04
34 H 2.99 3.19 -1.29
35 H 3.92 1.29 2.14
36 H 5.13 1.52 0.85
37 H 2.15 -0.62 1.69
38 H 2.07 -3.05 1.10
39 H 5.72 -2.90 -0.71
40 H 5.98 -0.47 -0.22
41 H 0.76 3.79 0.38
42 H 1.00 2.66 -0.98
43 H -1.32 2.49 -0.07
44 H -0.64 2.03 1.51
45 H -1.23 -2.84 1.46
46 H -0.32 -3.59 0.10
47 H -2.80 -4.07 0.03
48 H -2.19 -3.24 -1.42
49 H -4.04 -2.72 1.77
50 H -5.52 -0.78 2.18
51 H -6.43 1.94 -1.18
52 H -5.08 2.81 -0.38
53 H -6.74 2.96 0.25
54 H -4.34 0.90 -1.56
55 H -2.89 -1.01 -1.96

Calculated values
**Molar mass**: 394.475 g/mol
**Energy relative to the best compared isomer or geometry (same formula, charge and spin)**: 2.913 eV
**Electronic energy**: -35338.8867 eV

***

# 5
Here is a cluster of 2 separate species, C4H12 in total from the OMol25 dataset. Energies are from ωB97M-V/def2-TZVPD.

Atoms and positions in Å:
1 C 1.45 0.77 2.42
2 C 1.79 1.43 1.08
3 H 2.06 1.11 3.26
4 H 0.57 1.27 2.89
5 H 1.07 -0.27 2.44
6 H 2.56 2.12 1.36
7 H 0.91 1.65 0.50
8 H 2.04 0.63 0.39
9 C -1.97 -1.00 -1.15
10 C -1.18 -1.21 -2.43
11 H -1.97 0.01 -0.75
12 H -2.95 -1.42 -1.36
13 H -1.56 -1.50 -0.27
14 H -1.73 -0.99 -3.36
15 H -0.42 -0.43 -2.56
16 H -0.66 -2.18 -2.47

Calculated values
**Molar mass**: 60.140 g/mol
**Energy relative to the best compared isomer or geometry (same formula, charge and spin)**: 1.257 eV
**Electronic energy**: -4341.2711 eV

***

# 6
Here is a structure of composition C5H7ClS from the OMol25 dataset. Energies are from ωB97M-V/def2-TZVPD.

Atoms and positions in Å:
1 C -0.71 -0.34 1.17
2 C -1.06 -1.18 2.18
3 C 0.10 -0.66 -0.01
4 C -0.49 -0.42 -1.37
5 C 1.49 -0.09 -0.20
6 H -1.79 -0.95 2.99
7 H -0.79 -2.28 2.05
8 H 0.29 -1.79 -0.02
9 H -0.94 -1.30 -1.85
10 H -1.17 0.44 -1.53
11 H 2.31 -0.73 0.18
12 H 1.53 0.91 0.05
13 S 1.17 -0.16 -2.01
14 Cl -0.83 1.43 1.15

Calculated values
**Molar mass**: 134.631 g/mol
**Energy relative to the best compared isomer or geometry (same formula, charge and spin)**: 1.149 eV
**Electronic energy**: -28654.4434 eV

***

# 7
Here is a structure of composition C17H24IrN4O7SeSi from the OMol25 dataset. Energies are from ωB97M-V/def2-TZVPD.

Atoms and positions in Å:
1 Ir -0.09 -0.08 -0.08
2 O 2.20 0.02 6.48
3 C 1.00 -0.10 6.19
4 O 0.00 -0.24 6.91
5 C 0.70 -0.09 4.67
6 C -0.61 -0.17 4.21
7 C -0.87 -0.18 2.85
8 N 0.12 -0.11 1.95
9 C 1.39 -0.01 2.38
10 C 1.71 0.00 3.72
11 C 2.44 0.10 1.28
12 O 3.62 0.20 1.53
13 O 1.95 0.04 0.07
14 H -1.41 -0.24 4.93
15 H -1.87 -0.26 2.45
16 H 2.74 0.08 4.03
17 N -0.21 0.24 -2.15
18 C -0.06 1.69 -2.40
19 C -0.58 2.51 -1.21
20 O -1.00 3.63 -1.38
21 O -0.48 1.91 -0.06
22 H 0.39 -0.30 -2.77
23 H -1.18 -0.05 -2.29
24 H -0.57 2.01 -3.31
25 H 1.00 1.91 -2.50
26 C -1.65 -2.97 -2.52
27 N -0.20 -2.91 -2.69
28 C 0.49 -2.94 -3.88
29 C 1.80 -2.84 -3.58
30 N 1.90 -2.76 -2.21
31 C 3.14 -2.63 -1.44
32 C 0.67 -2.79 -1.67
33 Se 0.23 -2.67 0.13
34 H -2.11 -2.83 -3.49
35 H -1.96 -2.18 -1.82
36 H -1.93 -3.93 -2.10
37 H -0.01 -3.03 -4.83
38 H 2.67 -2.83 -4.21
39 H 3.97 -2.74 -2.13
40 H 3.17 -3.41 -0.69
41 H 3.16 -1.66 -0.95
42 C -3.65 1.81 0.74
43 Si -3.57 0.10 -0.03
44 C -4.65 0.09 -1.57
45 C -4.34 -1.14 1.17
46 O -2.09 -0.36 -0.49
47 H -4.68 2.14 0.85
48 H -3.11 2.54 0.12
49 H -3.18 1.83 1.72
50 H -5.62 0.56 -1.38
51 H -4.84 -0.92 -1.93
52 H -4.17 0.65 -2.38
53 H -5.43 -1.05 1.17
54 H -4.01 -0.99 2.20
55 H -4.08 -2.16 0.88

Calculated values
**Net charge**: -1
**Molar mass**: 695.663 g/mol
**Energy relative to the best compared isomer or geometry (same formula, charge and spin)**: 0.701 eV
**Electronic energy**: -114381.6092 eV

***

# 8
Here is an isolated molecule of C4H5NO from the OMol25 dataset. Energies are from ωB97M-V/def2-TZVPD.

Atoms and positions in Å:
1 N -2.44 -0.92 1.56
2 C -1.60 -0.16 1.34
3 C -0.51 0.75 0.98
4 C 0.75 -0.08 0.74
5 C 0.95 -0.55 -1.36
6 O 1.34 0.42 -0.37
7 H -0.28 1.41 1.82
8 H -0.80 1.36 0.11
9 H 0.61 -1.46 -0.85
10 H 1.80 -0.78 -2.00
11 H 0.11 -0.13 -1.93

Calculated values
**Molar mass**: 83.090 g/mol
**Energy relative to the best compared isomer or geometry (same formula, charge and spin)**: 4.547 eV
**Electronic energy**: -7761.9790 eV

***

Repeat the first record exactly.
Here is a structure of composition C26H33Cl2N3Si2Tc from the OMol25 dataset. Energies are from ωB97M-V/def2-TZVPD.

Atoms and positions in Å:
1 Tc 0.33 -1.08 0.25
2 C 2.95 -1.26 -3.29
3 C 1.83 -1.40 -2.46
4 N 1.75 -0.83 -1.26
5 C 2.81 -0.08 -0.81
6 C 3.98 0.08 -1.57
7 C 4.02 -0.52 -2.84
8 C 5.06 0.82 -1.01
9 C 4.94 1.32 0.25
10 C 3.76 1.17 1.01
11 C 2.68 0.51 0.48
12 N 1.43 0.31 1.06
13 C 0.96 0.89 2.24
14 C 1.34 2.09 2.80
15 C 0.79 2.49 4.03
16 C -0.12 1.72 4.70
17 C -0.56 0.49 4.13
18 C -1.47 -0.38 4.75
19 C -1.81 -1.56 4.13
20 C -1.28 -1.84 2.86
21 N -0.45 -1.03 2.24
22 C -0.04 0.11 2.88
23 H 2.95 -1.74 -4.25
24 H 0.98 -1.98 -2.78
25 H 4.90 -0.41 -3.46
26 H 5.96 0.95 -1.59
27 H 5.77 1.86 0.69
28 H 3.73 1.57 2.01
29 H 2.05 2.73 2.31
30 H 1.10 3.43 4.46
31 H -0.52 2.02 5.66
32 H -1.89 -0.13 5.71
33 H -2.49 -2.27 4.58
34 H -1.57 -2.74 2.34
35 Cl -0.40 -3.34 -0.63
36 C 0.94 -4.29 0.12
37 Cl 1.92 -3.22 1.12
38 H 1.55 -4.70 -0.69
39 H 0.49 -5.07 0.74
40 C -2.46 2.72 -1.60
41 Si -0.90 1.67 -1.57
42 C -0.52 1.16 -3.34
43 C 0.45 2.82 -0.95
44 C -1.23 0.15 -0.38
45 Si -2.81 -0.83 -0.95
46 C -4.31 0.29 -1.06
47 C -2.45 -1.60 -2.63
48 C -3.38 -2.15 0.27
49 H -2.17 3.71 -1.93
50 H -2.93 2.82 -0.63
51 H -3.21 2.36 -2.30
52 H -0.25 2.06 -3.89
53 H -1.39 0.74 -3.84
54 H 0.30 0.46 -3.45
55 H 0.29 3.79 -1.42
56 H 1.45 2.51 -1.22
57 H 0.40 2.97 0.12
58 H -1.53 0.67 0.53
59 H -4.37 0.86 -1.98
60 H -4.38 0.98 -0.22
61 H -5.19 -0.35 -1.01
62 H -2.77 -0.93 -3.42
63 H -2.98 -2.54 -2.77
64 H -1.39 -1.79 -2.81
65 H -3.79 -1.67 1.16
66 H -2.66 -2.89 0.60
67 H -4.19 -2.70 -0.19

Calculated values
**<S²>**: 3.80
**Net charge**: +2
**2S+1**: 4
**Molar mass**: 612.649 g/mol
**Energy relative to the best compared isomer or geometry (same formula, charge and spin)**: 0.336 eV
**Electronic energy**: -74955.0504 eV